DFT (ωB97M-V/def2-TZVPD) results for one molecule with the formula C11H20O3Si2.

Last column: natural (NBO) charge in e.
Element x y z (Å)
Si -0.941 -1.599 -0.808  2.31
Si 1.811 2.988 1.193  1.36
O -1.416 -2.408 0.550  -0.91
O -0.547 -2.691 -2.043  -0.88
O -2.184 -0.517 -1.193  -0.89
C 2.970 -0.675 -0.347  -0.21
C 0.574 0.636 0.239  -0.20
C 1.729 -1.296 -0.608  -0.17
C 0.710 3.135 2.785  -1.07
C -2.097 -1.733 1.545  -0.24
C 1.599 4.247 -0.172  -1.11
C -1.238 -3.899 -1.888  -0.26
C 2.976 0.605 0.208  -0.21
C -3.189 -1.078 -1.948  -0.25
C 0.547 -0.613 -0.355  -0.56
C 1.774 1.271 0.494  -0.39
H 1.438 3.714 -1.108  0.25
H 2.495 4.848 -0.248  0.25
H -0.605 -4.675 -2.314  0.19
H -4.036 -0.412 -1.869  0.19
H -1.415 -4.143 -0.856  0.19
H 3.945 1.026 0.428  0.22
H -2.132 -2.393 2.428  0.18
H 1.269 3.157 3.713  0.24
H 0.068 2.269 2.806  0.23
H 3.879 -1.195 -0.604  0.21
H -1.655 -0.783 1.847  0.17
H 3.215 3.111 1.686  -0.21
H -3.131 -1.590 1.149  0.17
H -2.215 -3.843 -2.411  0.17
H 1.652 -2.277 -1.032  0.22
H 0.727 4.876 0.035  0.24
H -3.445 -2.091 -1.573  0.16
H -0.316 1.148 0.469  0.20
H -2.885 -1.142 -2.989  0.17
H 0.070 4.023 2.793  0.23

Computed properties:
DFT total energy in hartree: -1235.956568
F_max in eV/A: 2.75